The following is a DFT calculation (wB97M-V/def2-TZVPD) of a molecular structure, C28H31F8MgN2O2 in a non-equilibrium geometry.

```
72
Properties=species:S:1:pos:R:3:forces:R:3
Mg -0.14053 -0.22638 0.27022 0.099 -0.163 0.299
C 1.88235 2.36203 1.34972 -0.122 -0.039 0.006
C 0.74637 2.31954 2.21354 0.114 0.020 -0.091
C 0.52459 0.99116 2.57095 0.065 0.014 0.051
C 1.50012 0.17246 1.90710 0.185 -0.071 0.518
C 2.34460 1.05962 1.16380 -0.061 0.004 -0.098
C 3.53662 0.66967 0.33227 -0.022 0.030 0.048
C 2.00697 -1.09497 2.57110 -0.143 -0.024 -0.117
C -0.49473 0.48829 3.55638 0.030 0.074 -0.025
C -0.12480 3.48862 2.58274 0.046 -0.058 -0.036
C 2.49228 3.58746 0.72722 -0.014 -0.013 0.000
H 4.35748 1.38296 0.45804 -0.004 -0.010 -0.008
H 3.31000 0.63129 -0.74185 -0.004 0.013 0.051
H 3.91950 -0.31523 0.61655 -0.006 0.050 0.007
H 2.50564 -0.85435 3.52013 -0.030 0.001 -0.024
H 2.73481 -1.63188 1.95884 -0.044 0.033 0.021
H 1.20180 -1.80231 2.80326 0.049 0.046 -0.042
H -0.11928 0.51839 4.58813 -0.015 0.000 -0.029
H -0.78908 -0.54171 3.34448 0.015 0.003 -0.011
H -1.41068 1.08828 3.52904 0.051 -0.021 -0.006
H 0.22147 4.01127 3.48220 -0.008 0.010 -0.014
H -1.15258 3.16539 2.77511 0.051 0.004 -0.013
H -0.16776 4.23472 1.77973 0.003 -0.040 0.038
H 3.44978 3.84844 1.19303 -0.004 0.002 -0.004
H 1.84125 4.45981 0.83347 0.033 -0.025 0.013
H 2.68965 3.45487 -0.34303 -0.007 0.004 0.027
F -5.36282 -1.85141 1.34096 -0.098 0.044 0.015
C -4.06845 -2.20878 1.13471 0.061 -0.040 0.008
C -3.09638 -1.23872 1.02936 0.136 0.107 0.006
C -1.75421 -1.57931 0.81180 -0.204 -0.424 0.129
C -1.45092 -2.96110 0.72877 0.191 0.143 -0.035
C -2.47334 -3.89928 0.82646 0.025 0.045 0.038
F -2.22127 -5.23448 0.69731 -0.017 -0.076 -0.012
C -3.79346 -3.55872 1.03190 -0.030 -0.021 -0.023
C -0.02424 -3.34179 0.49042 -0.026 0.254 -0.047
C 0.51482 -4.60466 0.75266 0.025 -0.061 -0.035
C 1.84412 -4.85172 0.46168 -0.016 -0.032 0.025
C 2.62827 -3.84643 -0.08233 0.028 -0.056 -0.018
C 2.03869 -2.61191 -0.27263 -0.258 0.143 0.019
N 0.76013 -2.35823 0.01126 0.129 -0.308 0.193
H -3.39713 -0.19496 1.11961 0.049 -0.131 -0.023
H -4.56770 -4.31132 1.09468 0.043 0.036 0.001
H -0.10243 -5.37838 1.18020 0.022 0.009 -0.011
H 2.26835 -5.82820 0.66347 -0.015 -0.004 0.002
H 3.66998 -4.00451 -0.33150 -0.046 0.015 0.007
H 2.60779 -1.77407 -0.66181 -0.056 -0.029 0.010
C -0.14485 3.42648 -1.16267 -0.271 -0.001 -0.074
N -1.57498 3.14586 -1.09493 0.021 -0.057 -0.108
C -2.45942 3.88430 -1.97892 0.106 0.037 0.116
C -2.06035 2.14388 -0.35565 0.297 -0.018 0.183
O -1.40537 1.39314 0.35780 -0.421 0.443 -0.171
H 0.04120 4.44798 -0.81978 -0.027 -0.029 -0.040
H 0.21217 3.31302 -2.18477 -0.003 -0.033 -0.091
H 0.39071 2.73417 -0.52417 -0.024 -0.096 0.067
H -2.09837 4.90918 -2.06072 -0.025 0.038 0.023
H -3.46800 3.90966 -1.56651 0.007 -0.044 -0.014
H -2.49305 3.44721 -2.97774 0.059 -0.028 -0.024
H -3.15436 2.06342 -0.40672 -0.078 -0.041 -0.019
C -0.47022 -1.99284 -2.89681 0.011 0.035 0.036
C -0.14817 -0.48629 -2.84524 -0.139 0.006 0.210
O -0.04630 0.02409 -1.60516 0.246 0.231 -0.997
C 1.17674 -0.25034 -3.61833 -0.105 -0.014 0.235
F 1.10861 -0.61176 -4.91844 0.024 -0.017 -0.111
F 1.58329 1.02544 -3.58932 0.027 0.051 -0.021
F 2.16612 -0.98225 -3.06828 0.038 0.005 -0.035
C -1.30434 0.24115 -3.60094 0.118 0.006 0.257
F -1.60817 -0.29589 -4.79811 -0.041 -0.042 -0.147
F -1.05155 1.54694 -3.82971 0.013 0.074 0.022
F -2.42877 0.19366 -2.86379 -0.004 0.012 -0.020
H 0.34366 -2.54656 -2.43556 -0.042 0.038 -0.038
H -0.61784 -2.34879 -3.91485 -0.015 -0.027 -0.037
H -1.37398 -2.16433 -2.30981 0.031 0.016 -0.015
```
Positions in Å, forces in eV/Å.

Summary:
HOMO-LUMO gap   6.32 eV
Total charge   -1
ΔE to the lowest compared entry with this formula, charge and spin   4.4 kcal/mol
LUMO energy   2.70 eV
Total energy   -63804.541 eV
HOMO energy   -0.13324 Eh